# C30H29N7O2RuS

C30H29N7O2RuS as an isolated structure (ωB97M-V/def2-TZVPD, the Open Molecules 2025 dataset).

Calculated values
HOMO (spin up / spin down): -10.2 / -10.9 eV
2S+1: 6
energy above the lowest of the compared OMol25 structures with the same formula, charge and spin: 97.5 kJ/mol
strongest force on any atom: 0.008 Eh/bohr
total charge: +1

```
70
Properties=species:S:1:pos:R:3:nbo_charge:R:1
Ru 0.2974 -0.0455 -0.4719 0.94
S -0.6828 0.6573 1.6071 -0.07
O 1.0690 -1.9855 -2.6932 -0.34
O 1.9207 -1.0410 0.4388 -0.50
N 0.2982 -1.6901 -1.7574 -0.07
N -1.1867 0.7045 -1.5567 -0.51
N 0.1531 1.2355 -3.4006 -0.58
N -1.3106 -1.9950 1.2751 -0.30
N -2.0962 0.9564 -3.6925 -0.60
N -0.6364 -1.7381 0.1910 -0.26
N -2.2102 -0.9332 3.0857 -0.75
C -2.3196 3.1312 -0.4810 -0.64
C -1.9689 2.6705 -5.4319 -0.01
C -2.0797 3.7518 -4.3948 -0.64
C 2.2637 2.3602 -3.4678 -0.05
C -0.0360 -2.7092 -0.6946 0.01
C 2.1543 -2.2845 0.4592 0.42
C 2.7759 1.5846 -0.8259 -0.20
C -1.0380 0.9575 -2.8592 0.69
C -1.9063 0.3132 -6.0270 -0.20
C 1.9938 2.7591 -4.8936 -0.65
C -2.5366 0.6766 -1.0620 0.10
C -1.7817 0.6404 -7.3682 -0.21
C 3.6608 -4.0915 1.0531 -0.21
C -3.2573 -0.5110 -1.1070 -0.24
C 1.5708 1.1875 -1.4262 -0.24
C 1.5566 -4.5774 -0.0894 -0.14
C -4.4027 1.7784 -0.0714 -0.19
C -1.8285 2.9737 -6.7824 -0.19
C -1.4510 -0.8668 1.9877 0.28
C -1.7371 1.9754 -7.7413 -0.18
C 1.3446 1.5977 -2.7365 0.20
C -5.1323 0.5999 -0.1153 -0.20
C -4.5601 -0.5525 -0.6344 -0.21
C 3.3716 -2.7566 1.0547 -0.17
C 3.4341 2.7324 -2.8276 -0.17
C 3.6892 2.3602 -1.5099 -0.21
C 1.2321 -3.2507 -0.1060 -0.05
C -3.0946 1.8458 -0.5424 0.00
C -2.0002 1.3208 -5.0762 0.08
C 2.7640 -5.0063 0.4818 -0.10
H -2.2712 4.7138 -4.8657 0.23
H 2.9940 1.2755 0.1894 0.22
H 0.8756 -5.3034 -0.5141 0.23
H 1.0690 3.3356 -4.9854 0.22
H 4.6092 2.6686 -1.0315 0.22
H 2.8053 3.3732 -5.2773 0.24
H -1.1611 3.8427 -3.8076 0.22
H -2.9709 0.6166 -3.3208 0.44
H -1.6347 2.2428 -8.7845 0.23
H -2.3502 -0.1232 3.6621 0.42
H -0.6980 -3.5057 -1.0512 0.22
H 4.5827 -4.4478 1.4914 0.24
H -6.1476 0.5810 0.2575 0.23
H -2.4584 3.7217 -1.3895 0.22
H -1.7146 -0.1412 -8.1122 0.23
H -4.8534 2.6716 0.3442 0.22
H 3.0021 -6.0613 0.4865 0.23
H -1.8042 4.0129 -7.0864 0.22
H 4.1602 3.3263 -3.3687 0.22
H -2.6617 -1.8004 3.3228 0.42
H -2.7847 -1.3984 -1.5107 0.22
H -1.2506 2.9513 -0.3693 0.23
H -5.1202 -1.4771 -0.6701 0.23
H 4.0392 -2.0193 1.4789 0.24
H -1.9239 -0.7207 -5.7060 0.23
H 1.9104 1.8885 -5.5518 0.22
H 0.1487 1.3362 -4.4060 0.44
H -2.8921 3.5428 -3.6980 0.23
H -2.6574 3.7366 0.3587 0.23
```